{
  "formula": "C33H36CrN3O2Si",
  "method": "ωB97M-V with the def2-TZVPD basis set",
  "charge": 1,
  "e_lumo_ev": [-2.3645, -2.8083],
  "homo_ev": [-11.135, -11.211],
  "energy_ev": -79669.615,
  "spin_multiplicity": 5,
  "max_force_ha_per_bohr": 0.0063,
  "homo_lumo_gap_ev": [8.77, 8.40],
  "elements": ["Cr", "C", "C", "C", "C", "C", "C", "C", "C", "C", "C", "H", "H", "H", "H", "H", "H", "H", "H", "H", "H", "H", "H", "H", "H", "C", "N", "C", "C", "C", "N", "C", "O", "N", "H", "H", "H", "H", "H", "H", "H", "O", "Si", "C", "C", "C", "C", "C", "C", "C", "C", "C", "C", "C", "C", "C", "C", "C", "C", "C", "C", "H", "H", "H", "H", "H", "H", "H", "H", "H", "H", "H", "H", "H", "H", "H"],
  "xyz": [[-0.021848, -0.006089, -0.001744], [-3.599099, 1.947133, 0.564058], [-3.593186, 0.417094, 0.537254], [-3.976214, -0.100800, -0.848705], [-2.279532, -0.162173, 1.034961], [-1.822643, -1.436131, 0.647554], [-0.643848, -1.980591, 1.171303], [0.105759, -1.313058, 2.158203], [1.277941, -1.969465, 2.829252], [-0.306577, -0.023436, 2.486692], [-1.455174, 0.547301, 1.918253], [-4.512880, 2.315708, 0.099133], [-2.751731, 2.358543, 0.006280], [-3.566099, 2.357176, 1.573840], [-4.343889, 0.061387, 1.252237], [-3.201757, 0.124793, -1.586002], [-4.903204, 0.376565, -1.165134], [-4.148787, -1.177438, -0.865906], [-2.383180, -2.013410, -0.071611], [-0.341086, -2.972795, 0.861231], [0.931059, -2.532966, 3.697450], [2.003154, -1.234525, 3.176089], [1.781721, -2.667534, 2.161472], [0.256633, 0.552033, 3.210580], [-1.717460, 1.554364, 2.210117], [-0.397757, -2.061864, -4.819487], [0.574887, -1.524512, -3.862108], [1.885120, -1.359974, -4.177450], [2.765756, -0.816435, -3.318980], [2.264958, -0.397016, -2.049239], [0.994037, -0.635607, -1.706012], [0.099725, -1.146211, -2.615876], [-1.083224, -1.267237, -2.333081], [3.050617, 0.229047, -1.177231], [0.134374, -2.318853, -5.730874], [-1.159838, -1.315801, -5.028629], [-0.875264, -2.945903, -4.405786], [2.175469, -1.684399, -5.168001], [3.797677, -0.666137, -3.594657], [3.964906, 0.528640, -1.476646], [2.589062, 0.830380, -0.490465], [0.863704, 1.629898, -0.071278], [1.080599, 3.215550, -0.358025], [0.461834, 3.659116, -2.057852], [0.616782, 4.938871, -2.609260], [0.140240, 5.238577, -3.877738], [-0.505077, 4.261467, -4.627532], [-0.674282, 2.988844, -4.102491], [-0.192609, 2.695096, -2.832121], [2.926528, 3.490600, -0.260501], [3.623945, 3.068610, 0.881805], [5.003770, 3.183243, 0.977304], [5.725516, 3.727454, -0.078402], [5.062312, 4.149026, -1.220840], [3.678666, 4.028894, -1.310391], [0.122602, 4.169021, 0.927829], [-0.884415, 5.079743, 0.596118], [-1.650829, 5.700571, 1.578682], [-1.427138, 5.417565, 2.916468], [-0.435561, 4.510483, 3.274590], [0.324780, 3.897174, 2.289524], [1.115984, 5.719444, -2.041630], [0.267356, 6.234768, -4.282593], [-0.878979, 4.495907, -5.615682], [-1.191015, 2.231520, -4.679965], [-0.346064, 1.700199, -2.422070], [3.083995, 2.632453, 1.716369], [5.516349, 2.853853, 1.872372], [6.801408, 3.824251, -0.007029], [5.621450, 4.574559, -2.044929], [3.183609, 4.355665, -2.218363], [-1.087071, 5.304699, -0.444383], [-2.423438, 6.404736, 1.296618], [-2.019011, 5.904095, 3.681263], [-0.252128, 4.293139, 4.319780], [1.093429, 3.192915, 2.592871]],
  "forces_ev_per_a": [[0.14, 0.29, -0.05], [0.01, 0.02, -0.04], [0.10, -0.01, 0.00], [-0.01, 0.00, -0.04], [0.04, -0.05, -0.01], [-0.15, -0.07, 0.11], [-0.16, -0.17, 0.20], [-0.02, -0.06, -0.04], [0.01, 0.04, -0.06], [-0.04, -0.07, 0.04], [-0.04, -0.02, 0.09], [0.00, 0.00, 0.01], [-0.02, -0.02, -0.01], [0.01, -0.02, -0.01], [-0.06, 0.03, -0.02], [-0.02, 0.01, 0.03], [0.01, -0.01, -0.02], [0.01, 0.03, 0.01], [0.05, 0.02, -0.05], [0.02, 0.01, -0.07], [0.01, 0.00, 0.00], [-0.02, 0.00, 0.00], [-0.01, 0.01, 0.00], [0.06, 0.05, -0.08], [0.06, 0.05, -0.06], [0.16, 0.04, 0.08], [-0.05, 0.00, -0.01], [-0.13, -0.13, -0.16], [-0.01, 0.04, 0.16], [0.14, 0.03, -0.07], [-0.12, -0.06, -0.24], [0.19, -0.13, -0.02], [-0.07, 0.05, 0.09], [0.06, 0.22, 0.11], [-0.04, -0.01, -0.02], [-0.02, 0.01, -0.01], [-0.01, -0.01, 0.01], [-0.02, 0.02, 0.01], [-0.02, 0.00, 0.03], [0.00, -0.05, -0.02], [-0.04, -0.16, -0.02], [0.15, 0.14, 0.12], [-0.13, -0.10, 0.00], [-0.09, 0.05, -0.30], [-0.02, -0.08, 0.02], [-0.02, -0.05, -0.01], [0.04, 0.03, 0.04], [0.00, 0.02, 0.03], [-0.02, 0.07, 0.07], [0.32, 0.06, 0.04], [0.02, 0.00, -0.05], [-0.04, 0.01, -0.06], [0.01, -0.01, 0.02], [-0.07, -0.01, 0.00], [0.00, -0.03, 0.05], [-0.18, 0.07, 0.24], [0.00, -0.03, 0.07], [0.05, -0.04, -0.05], [0.00, -0.01, 0.02], [0.00, 0.01, -0.07], [-0.03, 0.02, -0.02], [-0.03, -0.04, 0.00], [0.00, -0.02, 0.01], [0.00, 0.00, 0.00], [0.01, -0.01, 0.02], [0.02, 0.03, -0.05], [-0.01, 0.02, -0.02], [-0.01, 0.01, 0.00], [-0.01, 0.00, 0.00], [-0.01, 0.00, 0.01], [0.01, -0.02, 0.04], [0.02, 0.00, -0.01], [0.01, 0.00, -0.01], [0.00, -0.01, 0.00], [0.00, 0.00, -0.01], [0.00, 0.01, -0.02]]
}